A structure of composition C51H44N8NaO7S3. Source: OMol25; level of theory: ωB97M-V with the def2-TZVPD basis set.

As for the total energy: -4291.33803 a.u. Its energy above the lowest of the compared OMol25 structures with the same formula, charge and spin is 1.717 eV. The value obtained for the LUMO energy is 1.75 eV. The calculation puts the molar mass at 1000.15 g mol⁻¹. The calculation puts the orbital gap at 0.194 hartree. As for the spin multiplicity: 1. The total charge is -1.

```
114
C51H44N8NaO7S3 ωB97M-V with the def2-TZVPD basis set
Na -0.33440 1.38879 0.29059
O -0.25656 5.32707 1.97531
C -0.44203 4.00373 1.76068
O 0.35990 3.35284 1.14779
C -1.70609 3.48778 2.37218
C -2.44128 4.28320 3.23139
C -3.62230 3.76288 3.74331
C -4.00164 2.49357 3.36557
C -3.19799 1.76836 2.48037
N -2.05772 2.25434 2.00163
C -3.67892 0.38161 2.01454
O -4.54464 -0.13763 2.73937
O -3.24868 0.02246 0.90043
H 0.56102 5.54674 1.50121
H -2.10655 5.28145 3.46858
H -4.23546 4.35197 4.41465
H -4.90658 2.02193 3.72041
N -3.70830 2.05540 -1.20041
C -2.97427 1.58324 -2.39313
C -1.53206 2.09181 -2.53492
O -1.12360 2.18595 -3.70326
O -0.88672 2.21503 -1.46925
H -3.24656 1.73054 -0.32900
H -4.63951 1.61861 -1.22955
H -3.55479 1.81797 -3.28201
H -2.89183 0.49763 -2.29345
N 1.26616 0.49546 1.65872
S 1.14114 -0.85281 2.17454
N 1.31605 -2.22520 1.24083
S 2.25350 -2.22861 0.02402
N 2.28077 -1.17458 -1.07443
S 0.76827 -0.57369 -1.66531
N -0.34470 -0.56477 -0.74217
C 0.56453 -1.73641 -3.03240
C 1.60753 -2.17952 -3.83454
C 1.35684 -3.15787 -4.78241
C 0.07469 -3.68117 -4.92118
C -0.95766 -3.22772 -4.11405
C -0.71361 -2.24801 -3.15908
C 1.55675 0.85689 -2.40689
C 1.42798 1.14655 -3.74906
C 2.06454 2.27716 -4.24929
C 2.78967 3.09819 -3.40626
C 2.87489 2.81262 -2.04589
C 2.25821 1.68707 -1.53804
C 1.94211 -3.84661 -0.65516
C 2.88355 -4.40150 -1.51076
C 2.58945 -5.59373 -2.15147
C 1.35342 -6.19779 -1.95964
C 0.40619 -5.60988 -1.13430
C 0.69466 -4.42393 -0.47409
C 3.94922 -2.25577 0.57736
C 4.67438 -1.07751 0.47192
C 5.92628 -1.00996 1.06572
C 6.43265 -2.10228 1.75447
C 5.69011 -3.27087 1.86111
C 4.43438 -3.34944 1.28111
C -0.33165 -1.34750 3.04477
C -0.87887 -0.34674 3.83530
C -1.99264 -0.63082 4.60553
C -2.55122 -1.89956 4.57389
C -1.99491 -2.89013 3.78022
C -0.87499 -2.62127 3.00672
C 2.38451 -1.24276 3.44530
C 2.57806 -2.51249 3.97098
C 3.55789 -2.70689 4.93130
C 4.33715 -1.63726 5.35878
C 4.13484 -0.37227 4.82706
C 3.15138 -0.17168 3.86618
H 2.59928 -1.76429 -3.70789
H 2.15987 -3.51606 -5.41387
H -0.11618 -4.44644 -5.66280
H -1.95411 -3.63394 -4.22392
H -1.48413 -1.88354 -2.49001
H 0.80434 0.54289 -4.39188
H 1.95325 2.53026 -5.29508
H 3.27161 3.98386 -3.80151
H 3.40941 3.47897 -1.38125
H 2.28810 1.46063 -0.47713
H 3.82922 -3.90256 -1.67654
H 3.31832 -6.04199 -2.81349
H 1.12320 -7.12385 -2.46994
H -0.56622 -6.06695 -1.00935
H -0.03392 -3.92788 0.15020
H 4.25102 -0.24169 -0.06636
H 6.50287 -0.09742 0.99436
H 7.40649 -2.04045 2.22236
H 6.08300 -4.11710 2.40900
H 3.83418 -4.24301 1.38526
H -0.45050 0.64713 3.80627
H -2.46041 0.15246 5.18607
H -3.45286 -2.09988 5.13557
H -2.45199 -3.87022 3.73694
H -0.44186 -3.37870 2.37122
H 1.96643 -3.33752 3.62943
H 3.71660 -3.69377 5.34709
H 5.10218 -1.79283 6.10892
H 4.74107 0.46014 5.16079
H 2.96599 0.79545 3.41392
N -6.82023 3.54950 -3.75411
C -6.02907 3.18906 -2.66963
O -6.38003 2.20470 -1.99293
C -4.83378 3.92003 -2.39524
C -4.27220 4.87479 -3.23697
C -3.12461 5.54795 -2.89667
C -2.56984 5.24986 -1.62267
N -3.00026 4.38278 -0.76734
C -4.11753 3.56020 -1.13431
H -7.72708 3.11236 -3.74699
H -6.79343 4.50395 -4.06560
H -4.73795 5.08185 -4.19630
H -2.66212 6.27345 -3.54835
H -1.69433 5.81721 -1.30314
H -4.81571 3.50837 -0.28852
```

Results of the Mulliken charge analysis, in e, for atoms 1 through 8: 1.16, -0.54, -0.03, -0.30, 0.16, -0.56, -0.84, -0.77